Model P:
DFT (the ωB97M-V functional and the def2-TZVPD basis) results for 2 unconnected molecules or ions with the total composition C4H12.

Element x y z (Å)
C 0.9751 -1.3343 0.9874
H 1.1198 -0.7508 0.0583
C 1.6660 -0.9108 2.2100
H 1.2769 -2.3458 0.6700
H 1.0854 -0.1500 2.7225
H -0.1147 2.1559 -1.8974
H -2.0337 2.3254 -2.0869
H -1.8232 -0.1101 -2.5475
H -1.0759 2.3560 -0.7494
H 2.7052 -0.6565 1.9914
H 1.9218 -1.7147 2.8748
C -1.5248 0.3867 -1.5477
H -0.1607 -1.4922 1.2165
C -1.1144 1.9256 -1.6719
H -2.1848 0.2187 -0.8686
H -0.7277 -0.2387 -1.2504

Summary:
Molar mass: 60.14 g mol⁻¹
HOMO level: -11.40 eV
SMILES: CC.CC
HOMO-LUMO gap: 12.4683 eV

=====

Model Q:
DFT (the ωB97M-V functional and the def2-TZVPD basis) results for 2 unconnected molecules or ions with the total composition C4H12.

Element x y z (Å)
H -0.6911 3.3138 -1.7437
H 0.3678 2.0786 -1.2997
C -0.4762 2.6390 -0.9058
H 1.8267 -2.9093 1.9152
H -1.5087 0.9879 0.0828
H 0.1672 -3.3329 1.3116
C -1.6662 1.6731 -0.7494
H 0.8195 -1.3898 -0.4835
H -0.2359 3.1537 0.0181
C 1.1195 -2.8751 1.0840
H -1.6855 1.0574 -1.6471
H -2.5878 2.2276 -0.6197
H 0.2939 -0.8029 1.0678
C 1.0345 -1.4460 0.5863
H 1.9808 -0.9170 0.6726
H 1.7246 -3.4509 0.3760

Summary:
Molar mass: 60.14 g mol⁻¹
HOMO level: -11.53 eV
SMILES: CC.CC
HOMO-LUMO gap: 12.6598 eV

=====

Model R:
DFT (the ωB97M-V functional and the def2-TZVPD basis) results for 2 unconnected molecules or ions with the total composition C4H12.

Element x y z (Å)
H -2.2868 -0.5858 1.7898
H 0.6906 2.3235 0.0986
C 1.2419 0.9794 -1.6465
H 2.2592 0.6862 -1.9323
C -1.2276 -0.6733 1.5442
H -2.1951 -1.4459 -0.3260
C 1.2146 1.4056 -0.1668
H -0.6332 -1.1479 2.3055
C -1.3072 -1.5920 0.2708
H 0.8773 1.8265 -2.2250
H 0.8819 0.5568 0.4239
H 0.6897 0.0734 -1.8714
H 2.2461 1.5771 0.1455
H -1.2385 -2.6461 0.6114
H -0.8815 0.2866 1.1903
H -0.3314 -1.6240 -0.2121

Summary:
Molar mass: 60.14 g mol⁻¹
HOMO level: -11.29 eV
SMILES: CC.CC
HOMO-LUMO gap: 12.4938 eV

=====

Model S:
DFT (the ωB97M-V functional and the def2-TZVPD basis) results for 2 unconnected molecules or ions with the total composition C4H12.

Element x y z (Å)
C 2.3174 -0.0683 1.8939
H 2.0461 1.0011 2.1798
C -2.4551 -0.5241 -1.3131
H 3.7437 0.3568 0.3704
C 2.9579 -0.3944 0.5946
H -3.1863 -1.1126 -0.7875
H -1.5232 -0.7599 -1.2575
H -3.7629 1.0073 -0.7642
H 1.2580 -0.3733 2.0558
H 3.2710 -1.3857 0.4212
H 2.3480 -0.0941 -0.2714
C -2.7082 0.9270 -1.1607
H -2.0443 1.5125 -0.6043
H 2.8056 -0.2600 2.8354
H -2.7837 -1.0297 -2.2128
H -2.8441 1.4965 -2.0532

Summary:
Molar mass: 60.14 g mol⁻¹
HOMO level: -10.94 eV
SMILES: CC.CC
HOMO-LUMO gap: 11.9373 eV

=====

Top of the stability list: model Q, leading by 0.0148 hartree.